Density functional theory data (the ωB97M-V functional and the def2-TZVPD basis) for a structure of composition C20H44F2InNO16S6 in a non-equilibrium geometry.

Geometry as XYZ:
```
90
C20H44F2InNO16S6 the ωB97M-V functional and the def2-TZVPD basis
In 12.32 16.19 -17.29
N 7.91 15.01 -18.98
S 6.43 15.55 -18.98
O 5.58 14.96 -17.94
O 5.92 16.21 -20.22
F 6.76 16.90 -18.19
S 7.33 13.62 -19.79
O 7.09 13.71 -21.22
O 6.46 12.68 -19.07
F 8.78 12.87 -19.83
C -0.42 16.39 -18.30
C -0.62 14.81 -18.26
C -1.55 14.30 -19.34
S -2.27 15.87 -20.20
O -3.75 15.59 -20.40
O -1.36 16.22 -21.33
C -1.87 16.90 -18.59
H 0.17 16.85 -19.10
H -0.04 16.74 -17.34
H -1.06 14.64 -17.28
H 0.24 14.16 -18.15
H -2.42 13.88 -18.84
H -0.99 13.62 -19.97
H -2.50 16.63 -17.74
H -1.95 17.97 -18.82
C 4.46 14.90 -11.78
C 4.26 16.31 -12.33
C 5.57 17.06 -12.29
S 6.90 15.82 -12.27
O 7.53 15.93 -10.95
O 7.72 15.89 -13.48
C 5.76 14.32 -12.33
H 3.71 14.34 -12.34
H 4.37 14.69 -10.71
H 3.42 16.86 -11.91
H 3.98 16.03 -13.35
H 5.80 17.67 -11.42
H 5.63 17.50 -13.28
H 6.19 13.47 -11.80
H 5.50 14.15 -13.38
C 7.46 6.22 -20.54
C 8.53 6.50 -19.47
C 8.73 5.21 -18.62
S 7.23 4.39 -18.41
O 6.64 4.81 -17.09
O 7.34 2.97 -18.65
C 6.34 5.45 -19.81
H 7.89 5.62 -21.34
H 7.03 7.07 -21.06
H 8.10 7.14 -18.71
H 9.46 6.97 -19.81
H 9.18 5.37 -17.65
H 9.33 4.70 -19.37
H 5.73 6.10 -19.17
H 5.78 4.87 -20.54
C 0.70 21.83 -24.07
C 1.59 21.01 -23.12
C 3.06 21.35 -23.08
S 3.05 23.13 -23.64
O 4.27 23.49 -24.42
O 2.74 23.98 -22.52
C 1.66 22.99 -24.77
H -0.03 22.48 -23.59
H 0.11 21.23 -24.76
H 1.58 20.00 -23.55
H 1.15 21.08 -22.13
H 3.49 20.80 -23.92
H 3.71 21.28 -22.21
H 2.04 22.61 -25.72
H 1.30 24.00 -24.92
C 9.01 21.10 -20.84
C 8.38 22.25 -19.90
O 9.54 23.02 -19.52
O 9.94 20.12 -20.23
H 9.63 21.61 -21.59
H 8.29 20.65 -21.52
H 7.84 21.79 -19.07
H 7.61 22.87 -20.36
H 9.28 23.78 -19.00
H 10.51 19.78 -20.92
C 17.39 12.84 -18.87
C 16.30 12.34 -19.81
O 14.99 12.33 -19.13
O 16.91 13.89 -18.00
H 18.18 13.18 -19.55
H 17.82 11.99 -18.34
H 16.54 11.51 -20.47
H 16.13 13.23 -20.42
H 14.91 11.46 -18.72
H 17.68 14.25 -17.54
```

The value obtained for the HOMO-LUMO gap is 1.09 eV. Its HOMO energy is -13.231 eV. For the energy, the calculation gives -131289.884 eV. Its net charge is +2. The calculation puts the LUMO energy at -0.446 Eh.

***

Density functional theory data (the ωB97M-V functional and the def2-TZVPD basis) for a cluster of 3 separate species, C20H45B4N3O6 in total in a non-equilibrium geometry.

Geometry as XYZ:
```
78
C20H45B4N3O6 the ωB97M-V functional and the def2-TZVPD basis
C 4.37 0.40 -3.68
C 5.87 0.68 -3.59
B 6.58 0.98 -4.94
O 7.91 1.40 -4.98
B 8.60 1.06 -6.12
O 7.96 1.25 -7.33
B 6.57 1.41 -7.28
B 5.75 2.36 -8.45
N 5.66 3.79 -8.26
O 5.17 1.85 -9.60
O 5.94 0.86 -6.17
H 3.98 0.06 -2.73
H 3.82 1.32 -3.91
H 4.13 -0.33 -4.45
H 6.04 1.57 -2.98
H 6.39 -0.13 -3.08
H 9.68 0.57 -6.05
H 6.30 4.13 -7.55
H 4.73 4.09 -7.97
H 4.60 1.08 -9.46
C -1.50 0.94 -0.59
C -0.16 0.20 -0.44
C -0.06 -0.51 0.92
C 0.16 0.44 2.10
C 1.37 1.34 1.86
C 1.28 2.11 0.54
N 1.01 1.14 -0.58
O 2.08 0.54 -0.96
C 0.20 3.19 0.64
C 2.59 2.82 0.25
C -0.08 -0.85 -1.54
H -2.09 0.50 -1.40
H -2.11 0.89 0.31
H -1.38 1.99 -0.86
H 0.78 -1.21 0.88
H -0.96 -1.10 1.06
H -0.74 1.04 2.28
H 0.32 -0.16 3.01
H 1.48 2.06 2.67
H 2.28 0.73 1.85
H 0.03 3.67 -0.32
H 0.54 3.95 1.34
H -0.76 2.82 1.01
H 3.43 2.13 0.25
H 2.76 3.58 1.01
H 2.56 3.31 -0.73
H -0.07 -0.37 -2.53
H -0.96 -1.48 -1.47
H 0.81 -1.47 -1.46
C -6.26 -3.19 4.54
C -5.20 -3.21 3.42
C -3.85 -3.73 3.92
C -3.10 -2.75 4.82
C -2.95 -1.40 4.12
C -4.28 -0.82 3.66
N -5.00 -1.84 2.83
O -4.57 -1.87 1.63
C -5.09 -0.37 4.89
C -4.06 0.43 2.82
C -5.71 -4.13 2.32
H -7.07 -3.89 4.30
H -5.85 -3.48 5.51
H -6.73 -2.22 4.66
H -3.23 -3.96 3.06
H -4.03 -4.67 4.44
H -3.61 -2.63 5.78
H -2.11 -3.16 5.05
H -2.47 -0.68 4.79
H -2.28 -1.53 3.26
H -6.10 -0.06 4.60
H -4.59 0.48 5.34
H -5.18 -1.13 5.66
H -3.40 0.25 1.98
H -3.59 1.20 3.45
H -5.00 0.83 2.45
H -6.64 -3.75 1.89
H -5.91 -5.11 2.76
H -4.99 -4.26 1.52
```

The value obtained for the HOMO-LUMO gap (alpha / beta) is 8.68 / 9.73 eV. Its HOMO energy (alpha / beta) is -8.184 / -9.329 eV. For the energy, the calculation gives -40936.769 eV. The calculation puts the LUMO energy (alpha / beta) at 0.018 / 0.015 Eh. As for the spin multiplicity: 3.